# 1
{
  "formula": "C34H28ClIN3O2Rh",
  "method": "wB97M-V/def2-TZVPD",
  "spin_multiplicity": 1,
  "lumo_energy_ev": [-1.33, -1.33],
  "elements": ["H", "C", "C", "O", "C", "C", "Cl", "C", "C", "C", "H", "H", "C", "C", "C", "C", "C", "N", "I", "N", "H", "C", "Rh", "H", "C", "C", "C", "C", "H", "H", "C", "H", "H", "H", "H", "H", "H", "C", "C", "C", "C", "C", "C", "O", "H", "H", "C", "H", "H", "H", "C", "H", "H", "C", "C", "H", "H", "H", "C", "C", "H", "C", "H", "C", "H", "N", "H", "C", "C", "H"],
  "coordinates": [[-6.09180, -2.27480, 1.48710], [-5.68430, -3.70310, -0.05480], [0.22540, -6.05600, 2.24400], [3.98150, 3.41970, -2.34090], [0.14130, 3.94610, -1.07360], [-2.05210, 4.88200, -1.34810], [-2.26540, -4.45940, -1.92410], [-4.71700, -4.23930, -0.89270], [-1.66300, -2.40820, 0.18880], [-3.42210, -3.77800, -0.83230], [0.14860, -6.21180, 4.37920], [3.46310, -2.58110, 1.52990], [-5.33740, -2.69690, 0.84040], [5.25840, 1.07150, 0.02040], [0.84380, -3.89700, 1.35910], [2.93530, 1.08460, -0.56830], [0.47390, -5.23490, 1.16320], [5.20210, -0.16770, 0.49330], [-2.71590, 0.75930, -0.21390], [0.47890, 1.55380, -0.64270], [1.38380, -3.12980, -4.36900], [-0.34870, 2.63480, -0.83410], [-0.39600, -0.53250, 0.03460], [3.62520, -6.08620, -2.25290], [1.64450, -3.62290, -1.02910], [4.18670, -2.30860, 0.76500], [1.70520, -3.57200, -3.43780], [0.62340, -4.22240, 3.74310], [-0.99730, -3.09560, -0.32030], [-4.96220, -5.02420, -1.59190], [-1.75180, 2.57780, -0.76920], [-3.65680, 3.52300, -0.95280], [5.18860, -2.47640, 1.14850], [-3.77430, -1.50380, 1.65780], [0.56120, -2.20990, -2.24800], [0.37450, -5.62210, 0.16040], [-6.69330, -4.08120, -0.09690], [2.94390, -0.28140, -0.17120], [2.95540, -5.23930, -2.24950], [0.87820, -3.39650, 2.66940], [-3.01630, -2.78510, 0.09930], [4.20160, 1.74520, -0.54520], [2.49750, -4.73110, -1.05160], [1.82230, -0.97600, -0.56010], [-1.31210, -1.94070, 1.13630], [2.81150, -5.17460, -0.11900], [1.77160, 1.75960, -0.96780], [5.45700, 3.43410, -0.88680], [2.90450, -5.06990, -4.38480], [1.13780, -2.35890, 2.82870], [0.31610, -5.55970, 3.53590], [-0.21570, 5.97350, -1.54390], [-2.69410, 5.71990, -1.56210], [4.08180, -0.86940, 0.36620], [-2.58630, 3.65020, -1.02040], [4.03250, -2.94030, -0.10790], [3.79780, 3.84240, -0.39120], [0.67660, -3.83080, 4.74980], [1.25090, -3.05040, -2.24240], [4.39640, 3.16590, -1.01170], [4.48980, 2.86380, -2.94240], [-0.67220, 5.01580, -1.34490], [1.19950, 4.13810, -1.02630], [1.21290, -3.04670, 0.24630], [6.22360, 1.54970, 0.12900], [1.20230, -1.73790, 0.45050], [-0.03990, -7.09130, 2.08070], [2.56010, -4.66360, -3.44630], [-4.03900, -2.25270, 0.92390], [1.98890, 2.62950, -1.57380]],
  "forces_ev_per_angstrom": [[-0.08, 0.05, 0.10], [-0.04, -0.03, -0.02], [-0.05, -0.12, 0.14], [-0.09, -0.08, -0.26], [0.16, -0.57, 0.14], [0.09, -0.17, 0.09], [0.27, -0.20, -0.28], [-0.19, 0.03, 0.14], [2.50, 1.48, 0.36], [-0.17, 0.56, 0.63], [-0.06, -0.07, 0.08], [-0.04, -0.06, 0.00], [-0.20, -0.21, -0.12], [0.18, -0.17, 0.20], [-0.45, -0.35, 0.74], [2.18, -2.45, 0.96], [0.08, 0.34, -0.12], [0.10, 0.05, -0.02], [1.20, 0.19, -0.41], [4.16, -1.35, 0.72], [-0.04, 0.03, -0.06], [-1.32, 2.08, -0.67], [-4.39, 1.23, -0.37], [0.04, -0.08, 0.01], [0.33, -0.21, -0.35], [-0.03, 0.03, 0.05], [0.03, -0.08, -0.06], [-0.05, -0.08, 0.13], [-0.07, -0.03, 0.45], [-0.06, -0.05, -0.08], [-0.11, -1.26, 0.28], [-0.04, -0.04, -0.02], [0.04, 0.01, 0.00], [0.09, 0.07, 0.09], [0.08, -0.15, 0.09], [-0.02, -0.02, -0.06], [-0.13, 0.01, -0.01], [-0.62, 1.11, -0.57], [0.10, -0.13, -0.13], [0.18, 0.06, -0.30], [-1.15, 0.03, -0.48], [-1.11, 0.06, -0.08], [-0.18, 0.21, 0.08], [1.86, -0.46, -1.00], [-0.33, -1.14, 0.37], [0.07, -0.05, 0.08], [-4.19, 1.07, -0.40], [-0.26, -0.02, 0.09], [0.07, -0.05, -0.09], [0.02, 0.03, -0.02], [0.00, 0.03, -0.07], [0.01, 0.11, 0.00], [-0.09, 0.12, -0.01], [0.32, -0.21, 0.18], [0.03, 0.25, -0.07], [-0.02, -0.07, 0.02], [0.16, -0.01, -0.06], [0.00, 0.03, 0.01], [-0.24, 0.13, 0.10], [0.14, 0.16, 0.30], [-0.02, 0.01, 0.05], [-0.20, 0.28, -0.10], [0.09, 0.07, 0.03], [0.38, 1.57, -0.58], [0.06, 0.16, -0.12], [0.75, -1.50, 0.72], [-0.03, -0.02, -0.02], [-0.06, 0.05, 0.01], [0.40, -0.21, -0.33], [-0.03, 0.01, -0.07]]
}

---

# 2
{
  "formula": "C34H28F5NO5",
  "method": "wB97M-V/def2-TZVPD",
  "spin_multiplicity": 1,
  "smiles": "N#COOC(=O)OCC=O.Fc1ccccc1.Fc1ccccc1.Fc1ccccc1.Fc1ccccc1.Fc1ccccc1",
  "lumo_energy_ev": -0.91,
  "elements": ["C", "H", "H", "F", "H", "C", "H", "C", "H", "C", "C", "C", "N", "C", "C", "H", "H", "H", "O", "C", "C", "C", "C", "H", "C", "H", "H", "C", "O", "H", "C", "H", "C", "H", "C", "H", "H", "H", "C", "F", "C", "F", "C", "H", "C", "C", "H", "H", "H", "H", "O", "H", "H", "C", "O", "C", "C", "C", "H", "F", "O", "C", "C", "C", "C", "F", "C", "H", "C", "C", "C", "H", "H"],
  "coordinates": [[2.10670, 0.34541, 5.35898], [2.99228, -1.89002, -1.68034], [3.27655, -3.74166, -3.31419], [4.54329, -1.47994, 0.35386], [-1.67144, -0.30154, -2.20268], [-2.42770, 3.27779, 1.40314], [-1.47013, 1.44115, -3.96718], [-3.20017, -1.35691, -3.25734], [5.12472, -5.35957, -3.03447], [3.96324, -3.64255, -2.48432], [5.73590, -3.37776, -0.35829], [0.79281, 0.81340, -0.52177], [-0.89636, -3.88009, 1.71521], [-1.68638, 5.50322, 1.93447], [-4.58706, -1.57228, 0.76799], [-2.91835, 1.33240, -5.96897], [-4.24765, -1.06676, -0.13252], [-4.54399, -0.51160, -6.21911], [-2.01293, -1.17249, 0.36743], [5.00232, -4.54949, -2.32822], [5.88511, -4.41699, -1.26502], [-3.90946, -0.46362, -5.34451], [0.12280, 1.86014, -1.13903], [0.33615, 3.68185, -2.28081], [-4.70746, -3.09360, 0.57898], [1.57212, 0.86304, 6.14409], [-4.60479, 5.57407, 0.19614], [-3.52530, 3.82300, 0.77077], [-1.88508, -0.18079, 2.39991], [3.98233, 1.70724, -1.27145], [4.69302, -2.49215, -0.53333], [1.69383, 1.79618, 3.84127], [2.21424, 2.76979, -1.82959], [-2.95116, 7.09960, 1.25916], [2.17677, 0.85561, 4.07107], [6.69345, -5.12462, -1.13983], [4.01288, -1.58283, 2.60644], [-4.71119, -2.26454, -4.46343], [3.79925, -2.60390, -1.57907], [2.67596, -1.35136, 6.88242], [2.17880, 0.75388, -0.56272], [-4.42583, 2.99328, 0.19811], [-2.80256, 6.02879, 1.29647], [-2.30157, 2.20361, 1.44085], [3.42531, -1.55446, 4.66372], [-2.52116, -0.83815, 1.64369], [0.23561, 0.04402, -0.01133], [-0.95897, 1.90565, -1.10673], [3.90668, -2.48871, 4.92043], [-5.57832, -1.20496, 1.02438], [-3.71919, -1.33018, 1.90297], [2.69681, -0.06084, -0.07793], [-0.63012, 3.71434, 2.47736], [-4.01269, -1.44380, -4.36848], [-5.26710, -3.75279, 1.40665], [2.73630, -0.85199, 5.63171], [2.86095, 0.16589, 3.07937], [-2.18503, 0.63642, -4.07829], [6.41568, -3.25149, 0.47381], [2.90971, 3.72885, -2.47060], [-0.69947, -1.75015, 0.51503], [-0.81090, -2.93079, 1.06743], [-1.49971, 4.12860, 1.98503], [-2.28995, -0.33321, -3.09046], [-2.99763, 0.57342, -5.20241], [-3.30434, -2.30826, -2.29831], [2.90169, 1.73688, -1.22305], [2.90650, 0.57146, 2.07854], [3.48325, -1.04074, 3.37545], [0.83589, 2.85190, -1.79863], [-3.73199, 5.18587, 0.70389], [-4.23241, -3.51447, -0.32346], [-0.96330, 6.16529, 2.39165]],
  "forces_ev_per_angstrom": [[-0.08, 0.09, 0.10], [0.02, 0.02, 0.00], [-0.02, 0.01, 0.01], [0.02, 0.00, -0.06], [0.02, -0.03, -0.01], [0.05, -0.22, -0.02], [0.01, -0.02, 0.04], [0.01, 0.20, -0.21], [0.00, 0.00, 0.00], [0.08, -0.04, 0.05], [0.10, 0.01, 0.13], [-0.09, 0.00, -0.01], [0.02, -0.14, -0.39], [0.02, 0.03, 0.01], [-0.39, -0.65, -0.22], [0.00, 0.00, 0.00], [0.15, 0.00, 0.05], [0.00, -0.02, 0.00], [-0.73, -0.64, -0.43], [0.01, -0.03, -0.02], [-0.08, 0.03, -0.06], [0.07, 0.05, 0.04], [0.10, -0.01, -0.02], [0.03, 0.01, 0.00], [0.21, 0.42, 0.10], [0.01, -0.02, 0.01], [-0.01, -0.02, 0.01], [0.12, 0.11, 0.08], [-0.02, -0.30, -0.07], [-0.01, 0.02, 0.00], [0.02, -0.16, -0.14], [-0.02, 0.00, 0.01], [-0.09, -0.11, 0.09], [-0.01, 0.00, -0.02], [0.04, -0.08, -0.03], [0.01, 0.01, 0.01], [0.02, 0.00, 0.00], [0.01, 0.00, 0.02], [-0.12, 0.12, 0.00], [0.00, -0.01, 0.02], [-0.11, 0.06, -0.07], [-0.01, -0.03, -0.01], [0.07, -0.09, 0.03], [0.00, 0.01, 0.02], [0.07, -0.13, 0.01], [0.65, 0.55, 1.07], [0.12, 0.17, 0.02], [0.00, 0.06, 0.01], [-0.02, 0.00, 0.02], [0.10, 0.13, 0.26], [-0.05, 0.49, -0.81], [0.05, 0.01, -0.02], [-0.01, -0.03, 0.00], [-0.13, -0.13, 0.00], [0.00, -0.15, -0.16], [0.01, 0.05, -0.15], [0.01, -0.02, -0.02], [-0.14, -0.07, -0.05], [-0.02, 0.01, 0.01], [0.01, 0.02, -0.01], [0.16, -0.19, 0.03], [-0.13, 0.41, 0.56], [-0.04, 0.11, -0.03], [0.14, -0.01, 0.20], [0.03, 0.04, -0.02], [0.01, -0.02, 0.06], [0.15, -0.02, -0.01], [0.02, 0.01, 0.01], [-0.10, 0.11, 0.13], [-0.11, 0.11, -0.07], [-0.13, 0.07, -0.08], [-0.09, -0.15, 0.05], [0.00, 0.00, 0.00]]
}

---

# 3
{
  "formula": "C34H28GeN4Re",
  "method": "wB97M-V/def2-TZVPD",
  "charge": 3,
  "spin_multiplicity": 3,
  "lumo_energy_ev": [-10.61, -11.63],
  "elements": ["C", "H", "H", "N", "C", "C", "H", "H", "H", "H", "C", "H", "C", "C", "C", "C", "H", "H", "C", "Ge", "H", "C", "C", "Re", "C", "H", "H", "H", "C", "C", "C", "H", "H", "C", "H", "H", "H", "C", "C", "N", "H", "H", "C", "C", "H", "C", "H", "C", "H", "C", "C", "N", "C", "C", "C", "N", "C", "C", "H", "H", "H", "C", "H", "C", "H", "C", "C", "C"],
  "coordinates": [[-3.80144, -2.55708, -2.48206], [1.74898, -1.23732, -3.19876], [5.63708, -0.01315, -4.50649], [0.68702, 2.18728, 1.74083], [-2.55575, 2.13423, -1.27097], [-1.23669, -1.56091, -2.81261], [-3.61568, 1.86981, -1.26128], [-3.28195, -0.61252, 4.76395], [-0.87417, -4.50806, 3.54043], [-0.41258, 6.57241, 1.24933], [-2.80087, 1.04414, 1.84713], [4.41918, 0.76344, -0.47327], [4.21532, 0.37911, -1.46602], [2.16996, -0.74204, 0.56996], [-3.25289, 0.79288, 3.12934], [2.95849, -2.20542, 2.25386], [-0.08921, -4.08457, 1.23030], [-3.08068, 1.98069, 1.38017], [2.88828, -1.87487, 0.90490], [-1.58317, 0.51633, -0.76655], [-2.21092, -2.78743, 4.71510], [1.57515, 0.04645, 1.55247], [2.68950, -0.73499, -3.01811], [0.87725, 1.26387, -0.97807], [-2.95209, -3.12348, -3.42459], [3.45978, -1.06476, -4.98891], [-4.80471, -2.94257, -2.35947], [-0.02425, 4.55029, 2.68412], [2.97779, -0.21439, -1.75336], [-0.95473, -2.11828, 1.12185], [-1.70312, -1.11319, 1.76135], [-4.05200, -1.06497, -0.97911], [-0.23627, -1.16821, -2.95997], [-1.09265, -3.57025, 3.04761], [6.12645, 0.90327, -2.26666], [-2.39239, 2.98216, -0.60803], [-3.29637, -3.94665, -4.03580], [-0.16532, 5.61812, 0.80294], [3.65790, -0.65515, -4.00808], [1.00204, 1.22172, 0.99140], [-0.62213, -1.98031, 0.09990], [-3.86733, 1.51741, 3.64717], [-2.07505, -0.98514, -1.86194], [0.35846, 3.30966, 0.99154], [-1.01189, -3.06244, -4.33235], [5.16496, 0.45010, -2.46517], [3.37349, -2.47444, 0.14601], [0.03413, 4.50613, 1.60561], [1.21656, 0.37732, 3.64942], [-0.02551, 5.50558, -0.57959], [-2.92944, -0.41422, 3.75898], [1.96315, -0.23526, -0.73725], [-1.84749, -2.59509, 3.71263], [-0.65364, -3.33026, 1.76243], [2.34937, -1.41883, 3.23512], [0.46710, 3.18639, -0.35965], [0.29037, 4.28418, -1.13164], [-2.15654, -1.36984, 3.08932], [-2.30750, 2.41950, -2.29367], [2.44692, -1.69933, 4.27500], [3.51140, -3.08687, 2.55083], [-1.66753, -2.62523, -3.59104], [-0.16243, 6.36063, -1.22692], [4.88421, -0.06635, -3.73121], [0.39283, 4.14926, -2.20145], [1.65548, -0.26649, 2.89958], [-2.03435, 0.11179, 1.12489], [-3.36786, -1.49380, -1.70546]],
  "forces_ev_per_angstrom": [[0.00, -0.04, -0.05], [0.02, -0.01, 0.02], [0.00, 0.00, 0.00], [-0.01, 0.15, -0.13], [-0.04, 0.00, -0.05], [0.09, 0.08, 0.02], [-0.01, 0.04, -0.01], [-0.01, -0.02, 0.00], [0.00, 0.00, -0.01], [0.00, 0.00, -0.01], [0.03, 0.02, -0.12], [0.00, -0.01, 0.00], [0.09, -0.01, -0.01], [0.06, -0.01, -0.12], [0.01, -0.07, 0.09], [0.01, -0.01, 0.01], [0.00, 0.00, 0.01], [-0.01, 0.00, 0.00], [-0.06, 0.06, 0.06], [0.04, 0.00, 0.08], [0.00, 0.01, 0.00], [-0.03, 0.12, -0.02], [-0.01, 0.09, -0.07], [0.07, -0.13, -0.30], [0.00, 0.03, 0.02], [0.01, 0.00, 0.00], [0.00, 0.02, 0.01], [0.00, -0.01, 0.00], [-0.19, 0.09, 0.20], [0.02, -0.12, 0.04], [-0.02, 0.01, -0.01], [0.01, 0.00, 0.00], [-0.03, -0.01, -0.01], [-0.05, 0.02, 0.07], [0.00, 0.00, 0.00], [0.01, 0.00, 0.01], [0.01, -0.01, 0.01], [0.00, -0.02, 0.04], [-0.05, 0.00, 0.01], [-0.01, -0.06, 0.17], [-0.01, 0.02, -0.01], [0.01, 0.02, -0.01], [-0.09, -0.22, -0.12], [0.04, -0.15, 0.21], [0.01, 0.01, 0.00], [-0.04, 0.00, 0.01], [0.00, -0.01, 0.00], [0.00, 0.04, -0.05], [-0.01, 0.00, -0.01], [0.00, 0.01, -0.04], [-0.01, 0.08, -0.04], [0.06, -0.21, 0.02], [0.05, -0.06, -0.06], [0.00, 0.07, -0.07], [0.01, -0.02, -0.01], [0.05, 0.23, 0.00], [-0.01, -0.05, 0.04], [-0.01, 0.01, 0.00], [-0.01, 0.02, 0.00], [0.00, 0.01, 0.00], [0.00, 0.00, 0.01], [-0.04, -0.02, -0.02], [-0.01, 0.00, 0.00], [0.03, 0.00, -0.03], [0.00, 0.03, 0.00], [0.03, -0.03, -0.01], [-0.03, -0.06, 0.14], [0.02, 0.04, 0.09]]
}

---

Looking at maximum force for the records above, in order, we have 4.6 1.4 0.3 eV Å⁻¹.
Looking at energy for the records above, in order, we have -2495.40004 -2242.50894 -3685.59692 Ha.